C19H29BBeBrN8SeSi | the ωB97M-V functional and the def2-TZVPD basis

Cartesian coordinates (Å):
Be 0.491 -0.618 -1.173
C -0.998 -3.435 0.356
C -1.565 -2.060 0.300
C -2.739 -1.607 0.918
C -2.848 -0.279 0.571
N -1.810 0.038 -0.218
N -1.010 -1.052 -0.371
B -1.386 1.308 -0.992
N -1.110 0.842 -2.450
C -1.741 1.130 -3.593
C -1.152 0.393 -4.602
C -0.139 -0.350 -3.984
C 0.821 -1.315 -4.590
N -0.128 -0.060 -2.683
N -0.042 1.736 -0.378
C 0.342 2.837 0.278
C 1.659 2.668 0.656
C 2.031 1.402 0.187
C 3.360 0.737 0.283
N 0.985 0.848 -0.427
N -2.392 2.436 -1.034
C -3.746 2.458 -0.942
C -4.178 3.697 -1.337
C -2.998 4.392 -1.685
C -2.871 5.779 -2.226
N -1.940 3.622 -1.517
H -1.710 -4.151 -0.058
H -0.806 -3.708 1.394
H -0.066 -3.507 -0.197
H -3.409 -2.175 1.540
H -3.577 0.452 0.871
H -2.556 1.836 -3.627
H -1.413 0.389 -5.646
H 0.752 -1.278 -5.675
H 0.611 -2.332 -4.257
H 1.840 -1.086 -4.284
H -0.328 3.666 0.415
H 2.274 3.365 1.198
H 4.070 1.405 0.769
H 3.732 0.475 -0.706
H 3.290 -0.186 0.857
H -4.319 1.605 -0.626
H -5.192 4.059 -1.365
H -3.770 6.354 -2.012
H -2.732 5.746 -3.308
H -2.008 6.285 -1.796
C 2.177 -4.575 3.888
Si 2.479 -2.715 3.868
C 2.099 -1.992 5.570
C 4.269 -2.367 3.395
Se 1.086 -1.679 2.375
H 2.706 -5.037 4.725
H 2.535 -5.036 2.965
H 1.116 -4.806 3.988
H 2.709 -2.493 6.325
H 1.050 -2.130 5.837
H 2.319 -0.924 5.606
H 4.942 -2.798 4.140
H 4.464 -1.295 3.336
H 4.506 -2.806 2.424
Br 1.963 -2.104 -1.274

Total charge = 0
Expectation value of S² = 0.753
Multiplicity = 2
Energy relative to the best compared isomer or geometry (same formula, charge and spin) = 0.000 eV
Gap between HOMO and LUMO (spin up / spin down) = 9.36 / 6.61 eV
E_LUMO (spin up / spin down) = 0.5966 / -1.8156 eV

What are the Löwdin partial charges on each atom? They are as follows, in elementary charge units: number 1, Be, carries -0.23; number 2, C, carries -0.08; number 3, C, carries -0.35; number 4, C, carries 0.00; number 5, C, carries -0.04; number 6, N, carries 0.06; number 7, N, carries 0.07; number 8, B, carries -0.63; number 9, N, carries 0.05; number 10, C, carries -0.03; number 11, C, carries 0.00; number 12, C, carries -0.30; number 13, C, carries -0.05; number 14, N, carries 0.05; number 15, N, carries 0.05; number 16, C, carries -0.04; number 17, C, carries 0.00; number 18, C, carries -0.31; number 19, C, carries -0.06; number 20, N, carries 0.06; number 21, N, carries 0.00; number 22, C, carries -0.08; number 23, C, carries -0.02; number 24, C, carries -0.35; number 25, C, carries -0.04; number 26, N, carries 0.12; number 27, H, carries 0.09; number 28, H, carries 0.04; number 29, H, carries 0.00; number 30, H, carries 0.11; number 31, H, carries 0.11; number 32, H, carries 0.13; number 33, H, carries 0.10; number 34, H, carries 0.08; number 35, H, carries 0.07; number 36, H, carries 0.06; number 37, H, carries 0.12; number 38, H, carries 0.10; number 39, H, carries 0.08; number 40, H, carries 0.07; number 41, H, carries 0.02; number 42, H, carries 0.10; number 43, H, carries 0.10; number 44, H, carries 0.07; number 45, H, carries 0.08; number 46, H, carries 0.07; number 47, C, carries -0.23; number 48, Si, carries 0.14; number 49, C, carries -0.23; number 50, C, carries -0.23; number 51, Se, carries 0.52; number 52, H, carries 0.03; number 53, H, carries 0.03; number 54, H, carries 0.02; number 55, H, carries 0.03; number 56, H, carries 0.03; number 57, H, carries 0.03; number 58, H, carries 0.03; number 59, H, carries 0.02; number 60, H, carries 0.03; number 61, Br, carries 0.32